1.
{
  "formula": "C42H48Br73NO2S",
  "method": "wB97M-V/def2-TZVPD",
  "species": ["Br", "Br", "Br", "Br", "Br", "Br", "Br", "Br", "Br", "Br", "Br", "Br", "Br", "Br", "Br", "Br", "Br", "Br", "Br", "Br", "Br", "Br", "Br", "Br", "Br", "Br", "Br", "Br", "Br", "Br", "Br", "Br", "Br", "Br", "Br", "Br", "Br", "Br", "Br", "Br", "Br", "Br", "Br", "Br", "Br", "Br", "Br", "Br", "Br", "Br", "Br", "Br", "Br", "Br", "Br", "Br", "Br", "Br", "Br", "Br", "Br", "Br", "Br", "Br", "Br", "Br", "Br", "Br", "Br", "Br", "Br", "Br", "Br", "S", "O", "O", "N", "C", "C", "C", "C", "C", "C", "C", "C", "C", "C", "C", "C", "C", "C", "C", "C", "C", "C", "C", "C", "C", "C", "C", "C", "C", "C", "C", "C", "C", "C", "C", "C", "C", "C", "C", "C", "C", "C", "C", "C", "C", "C", "H", "H", "H", "H", "H", "H", "H", "H", "H", "H", "H", "H", "H", "H", "H", "H", "H", "H", "H", "H", "H", "H", "H", "H", "H", "H", "H", "H", "H", "H", "H", "H", "H", "H", "H", "H", "H", "H", "H", "H", "H", "H", "H", "H", "H", "H", "H", "H"],
  "coordinates": [[-7.678, -4.139, 3.043], [2.394, 0.932, 1.257], [-4.353, 0.556, 2.856], [-1.351, -5.284, -1.580], [5.285, 0.254, -1.880], [-4.437, -6.563, 14.612], [-9.065, 12.142, 3.106], [6.877, 6.909, -4.540], [-1.012, -4.350, 1.452], [3.989, -2.651, -1.654], [-7.905, -9.218, -6.844], [-3.836, 6.599, 3.382], [-1.696, -5.838, 8.650], [-2.634, -4.791, -11.232], [8.186, 4.820, 2.059], [5.503, -3.492, 6.874], [-4.994, -0.527, 11.782], [-1.175, -7.261, 3.717], [-3.401, -2.470, 2.399], [-6.737, -10.943, -4.422], [3.009, 8.159, -6.162], [-3.145, -3.058, 11.179], [4.488, -8.229, 1.232], [4.724, -1.417, 4.572], [7.809, 8.545, -7.129], [-3.830, -7.379, 11.588], [9.851, 2.646, 0.410], [-4.289, -6.980, 3.042], [10.360, -1.879, -3.786], [-5.305, -3.400, -3.556], [2.213, -6.634, 2.799], [0.348, -6.490, 11.811], [8.869, 3.563, -4.151], [-6.638, -4.720, -7.056], [4.549, 7.047, -8.740], [-5.065, -6.834, -11.565], [-8.492, -8.343, -3.831], [-2.627, -9.118, 13.977], [-6.496, 13.274, 1.581], [-3.268, 9.140, 0.508], [-2.433, 3.766, 3.835], [0.988, -5.339, 7.009], [3.652, 6.379, -2.374], [1.566, -4.744, -0.395], [1.289, -9.524, 12.098], [-8.087, -1.933, -7.630], [4.824, 8.963, -0.909], [-5.217, -2.538, -8.892], [-5.246, -3.922, -12.863], [6.562, 10.086, -4.625], [-4.327, -6.413, -3.922], [-8.409, -6.983, 1.801], [-10.426, -4.529, 1.461], [3.433, -4.335, 4.597], [-5.943, -5.567, -1.300], [-2.918, -4.971, 5.111], [-0.485, -2.894, 8.434], [6.573, -2.208, -3.484], [-0.954, 6.044, 2.137], [-5.858, 9.464, 2.355], [-6.275, 12.372, 4.639], [10.733, 2.050, -2.048], [2.153, 9.180, -2.647], [-6.175, 8.605, -0.703], [-4.243, -1.276, 8.768], [3.762, 5.072, -6.378], [12.035, -4.095, -5.359], [1.848, -7.938, 9.381], [-5.011, -1.674, 5.042], [1.414, -9.013, 0.838], [6.690, 2.887, -0.001], [8.901, -3.798, -5.890], [8.606, 4.206, -1.031], [0.637, 4.534, -4.517], [-0.166, -0.349, -2.815], [0.673, -0.280, -0.742], [-2.706, -1.823, -0.725], [-4.739, -1.313, 3.165], [-7.241, -9.187, -5.034], [2.746, -8.330, 2.052], [-2.916, -6.757, 4.381], [-0.660, 2.596, 0.997], [3.180, 3.885, -1.192], [-1.050, 1.317, -1.186], [-3.169, -7.360, 13.399], [6.570, 8.454, -5.655], [4.757, 2.867, -2.817], [-4.083, -5.379, -12.363], [-7.413, 13.121, 3.274], [10.326, -3.629, -4.598], [8.160, 3.073, 1.237], [-2.219, 0.553, -0.440], [-0.094, -4.779, 8.494], [4.125, -2.888, 5.668], [-2.165, 5.664, 3.590], [3.854, 8.294, -2.435], [-3.667, -1.292, 10.610], [-5.137, 9.613, 0.572], [-0.196, 0.146, -1.734], [0.022, 1.990, -0.289], [0.735, 0.744, 0.271], [-0.973, 2.529, -3.477], [9.792, 3.682, -2.462], [-1.023, 4.030, -3.894], [4.461, 3.811, -1.817], [-2.725, -0.659, -1.223], [3.272, 6.658, -7.348], [5.622, -1.655, -1.897], [-5.679, -5.249, -3.185], [3.696, 1.954, -3.159], [-8.582, -5.070, 1.615], [2.139, 3.005, -1.537], [2.443, 2.063, -2.540], [0.803, 3.219, -0.837], [-0.296, -4.251, -0.342], [6.124, 2.839, -3.492], [-6.400, -2.840, -7.402], [-1.794, 2.227, -2.194], [0.662, -8.160, 10.890], [8.004, 2.353, 2.028], [-1.710, 4.208, -4.729], [0.485, -4.957, 9.391], [0.107, 2.968, 1.692], [0.143, 3.779, -1.519], [-3.119, -0.581, -2.243], [-0.357, -3.215, -0.649], [-1.701, 6.036, 4.493], [1.683, 1.369, -2.889], [3.908, 1.204, -3.913], [6.849, 3.480, -2.973], [6.051, 3.250, -4.512], [-5.671, -1.534, 2.660], [-1.969, 0.230, 0.576], [3.309, -2.521, 6.275], [-8.091, -4.793, 0.691], [-2.753, 1.788, -2.484], [-2.285, -6.738, 13.407], [-5.927, -2.415, -6.527], [-2.335, -1.781, 0.229], [-6.610, -5.486, -3.684], [2.820, -9.031, 2.872], [1.424, 3.455, -4.289], [-2.789, -0.665, 10.673], [-1.242, 3.482, 0.700], [5.583, 8.344, -6.080], [0.077, 2.305, -3.275], [2.321, 6.468, -7.825], [10.536, 4.461, -2.561], [6.263, -1.874, -1.054], [-1.292, 1.875, -4.297], [6.550, 1.837, -3.577], [-7.667, 14.124, 3.587], [-1.965, 3.176, -1.660], [0.979, 3.902, 0.004], [-1.256, 4.663, -3.030], [4.445, 8.526, -3.312], [-5.210, 10.654, 0.290], [-1.254, 1.869, 1.558], [-3.151, -7.431, 5.193], [-3.640, -5.756, -13.274], [3.024, 4.664, -0.447], [0.063, 0.323, 1.030], [-6.344, -8.581, -5.035], [-0.292, -8.493, 10.500], [10.124, -4.341, -3.810], [5.187, 4.560, -1.502], [-3.058, 1.264, -0.379]],
  "mulliken_charge": [0.010, -0.156, -0.046, 0.035, 0.058, -0.016, 0.007, 0.221, 0.217, 0.023, -0.012, 0.020, 0.084, -0.013, -0.016, -0.029, -0.044, 0.012, 0.319, -0.018, -0.039, 0.065, -0.047, 0.009, -0.066, -0.011, -0.038, -0.002, 0.019, 0.060, -0.006, -0.053, -0.052, 0.042, -0.034, 0.004, -0.011, -0.026, -0.008, 0.020, 0.004, 0.078, 0.382, -0.053, -0.041, -0.016, -0.058, 0.035, -0.011, -0.016, -0.011, -0.022, -0.027, 0.065, 0.103, 0.044, -0.021, -0.003, -0.017, 0.039, -0.005, -0.136, -0.076, -0.009, 0.021, 0.058, -0.051, -0.002, -0.028, -0.030, 0.242, -0.041, -0.051, -0.094, -0.665, -0.370, -0.303, -0.462, 0.014, -0.399, -0.457, -1.989, -1.205, 3.107, -0.151, 0.259, 0.304, -0.317, -0.359, -0.302, -0.586, -1.296, -0.227, -0.334, -0.411, 0.428, -0.392, -0.211, -0.185, 1.462, -0.660, 0.156, -0.300, -0.921, -1.856, -0.217, -0.418, -0.505, -0.372, -1.698, -0.067, 2.237, 0.271, -1.799, 0.911, -1.043, -0.182, -1.679, -0.274, 0.490, 0.478, 0.182, 0.767, 0.076, 0.354, -0.962, 0.408, 0.096, 0.706, -0.263, 0.400, 0.306, 0.377, 0.260, 0.058, 0.575, 0.172, 0.121, -0.323, 0.261, 0.407, 0.129, 0.346, 0.341, -0.386, -0.812, 0.419, 0.495, 0.399, 0.628, 0.505, 0.341, 0.436, 0.439, 0.346, -0.533, 0.186, 0.045, 0.383, 0.329, 0.716, 0.575, 0.007, 0.349, 0.350, 1.282, 0.466],
  "homo_energy_ev": -8.3,
  "fmax_ev_per_a": 9.1
}



2.
{
  "formula": "C42H48N4P",
  "method": "wB97M-V/def2-TZVPD",
  "species": ["P", "N", "N", "N", "N", "C", "C", "C", "C", "C", "C", "C", "C", "C", "C", "C", "C", "C", "C", "C", "C", "C", "C", "C", "C", "C", "C", "C", "C", "C", "C", "C", "C", "C", "C", "C", "C", "C", "C", "C", "C", "C", "C", "C", "C", "C", "C", "H", "H", "H", "H", "H", "H", "H", "H", "H", "H", "H", "H", "H", "H", "H", "H", "H", "H", "H", "H", "H", "H", "H", "H", "H", "H", "H", "H", "H", "H", "H", "H", "H", "H", "H", "H", "H", "H", "H", "H", "H", "H", "H", "H", "H", "H", "H", "H"],
  "coordinates": [[0.013, 0.088, 4.345], [4.635, 2.461, 1.311], [3.276, 1.028, 7.613], [-4.445, 2.707, 1.301], [-0.141, -5.121, 1.440], [-2.011, 2.013, 3.983], [-3.050, 2.613, 3.295], [-0.030, 0.127, 6.159], [-3.477, 2.093, 2.041], [3.175, 4.424, 6.110], [0.975, -5.606, 0.652], [2.341, -1.239, 7.961], [-1.349, 0.689, 6.744], [-1.430, 0.810, 3.534], [2.920, 2.275, 7.096], [1.203, 0.781, 6.755], [-3.763, 0.832, 6.658], [-0.042, -4.045, 2.274], [-5.360, 3.691, 1.837], [3.766, 1.519, 3.378], [-4.913, 2.957, 7.434], [-2.858, 0.912, 1.560], [-1.337, 1.761, 7.630], [1.825, 4.386, 5.721], [-1.078, -2.416, 3.763], [4.519, 2.655, -0.120], [-1.875, 0.285, 2.301], [0.084, -1.616, 3.742], [-3.710, 2.073, 7.316], [1.241, 1.388, 2.205], [1.010, 3.279, 5.989], [1.161, -3.290, 2.337], [2.299, 1.887, 1.471], [2.241, 0.142, 7.448], [-1.132, -3.624, 3.086], [2.713, 0.919, 4.044], [-4.652, 2.374, -0.094], [1.584, 2.165, 6.598], [3.592, 1.981, 2.046], [3.725, 3.380, 6.870], [1.412, 0.891, 3.512], [5.891, 2.900, 1.882], [-2.589, 0.142, 6.377], [4.592, 0.679, 8.112], [1.221, -2.121, 3.082], [-2.504, 2.476, 7.894], [-1.379, -5.822, 1.182], [2.899, 0.493, 5.029], [-5.135, 3.227, -0.589], [1.398, 5.248, 5.201], [-4.697, 3.950, 7.015], [-0.054, 3.285, 5.755], [-0.407, 2.093, 8.087], [-2.028, -4.235, 3.158], [4.038, 3.618, -0.366], [3.925, 1.850, -0.573], [-5.766, 2.534, 6.896], [1.046, -5.087, -0.319], [-1.968, -2.062, 4.290], [5.894, 2.812, 2.970], [-5.209, 3.115, 8.480], [-5.177, 4.676, 1.384], [-3.696, 2.167, -0.592], [-3.524, 3.500, 3.716], [6.078, 3.953, 1.615], [-5.301, 1.491, -0.216], [6.721, 2.307, 1.471], [-2.634, -0.800, 5.828], [4.519, 0.262, 9.122], [-3.156, 0.476, 0.605], [-1.416, -0.621, 1.908], [1.928, -5.485, 1.181], [3.797, 5.276, 5.825], [-4.731, 0.440, 6.343], [5.211, 1.580, 8.141], [-1.480, -5.982, 0.101], [-6.395, 3.407, 1.594], [1.328, -1.642, 8.064], [-1.670, 2.458, 4.919], [2.033, -3.607, 1.767], [-1.368, -6.810, 1.662], [0.001, -0.951, 6.409], [-2.244, -5.262, 1.538], [5.526, 2.648, -0.558], [2.120, 2.214, 0.449], [2.825, -1.243, 8.947], [2.906, -1.910, 7.294], [0.809, -6.672, 0.454], [-5.271, 3.776, 2.922], [0.254, 1.371, 1.750], [4.731, 1.596, 3.875], [4.739, 3.414, 7.262], [-2.468, 3.364, 8.528], [2.153, -1.560, 3.110], [5.084, -0.062, 7.466]],
  "mulliken_charge": [2.560, 0.088, 0.156, 0.100, 0.074, -0.250, -1.251, 0.802, 1.139, -0.873, -1.198, -1.857, -0.285, -0.067, -0.241, 0.148, -0.934, 1.734, -1.041, -0.598, -1.699, -0.555, -0.346, -0.963, -0.157, -1.208, -1.191, -0.445, 0.991, -1.474, 0.467, -0.721, -0.886, 0.072, -1.337, -0.302, -1.223, 1.145, 1.164, -1.218, -0.110, -0.983, 0.018, -0.983, -1.142, -0.970, -1.045, 0.377, 0.376, 0.418, 0.336, 0.303, 0.566, 0.371, 0.319, 0.419, 0.373, 0.329, 0.053, 0.258, 0.394, 0.354, 0.420, 0.291, 0.359, 0.322, 0.347, 0.358, 0.308, 0.498, 0.508, 0.380, 0.413, 0.395, 0.351, 0.392, 0.385, 0.479, -0.241, 0.262, 0.316, 1.412, 0.307, 0.355, 0.489, 0.439, 0.304, 0.398, 0.276, 0.312, 0.250, 0.357, 0.457, 0.426, 0.323],
  "homo_energy_ev": -9.7,
  "fmax_ev_per_a": 2.4,
  "charge": 1
}